Density functional theory data (ωB97M-V/def2-TZVPD) for a structure of composition H43O21 at a distorted geometry.

Geometry as XYZ:
```
64
Properties=species:S:1:pos:R:3:nbo_charge:R:1
O 3.588 0.979 1.690 -0.94
H 4.503 1.188 1.949 0.49
H 3.574 0.274 2.362 0.47
O 3.571 1.129 -1.457 -0.96
H 3.710 0.232 -1.774 0.49
H 2.941 1.536 -2.062 0.47
O -4.378 0.162 1.859 -0.96
H -5.040 0.851 1.864 0.49
H -3.463 0.414 1.766 0.47
O -0.485 0.756 0.608 -1.01
H 3.334 -2.219 -0.098 0.49
H -0.900 0.816 -4.462 0.46
O -2.421 -2.501 -3.456 -0.94
H -3.070 -2.002 -2.943 0.47
H -2.542 -2.005 -4.280 0.47
O 4.012 -1.806 0.441 -1.02
H -1.061 0.436 -0.091 0.49
H 4.698 -2.294 0.881 0.50
O 2.376 -3.307 -1.058 -1.00
H 2.904 -4.051 -1.366 0.50
H 1.532 -3.398 -1.528 0.52
O 1.721 -0.519 0.448 -0.99
H 2.575 -0.066 0.648 0.53
H 2.067 -1.272 -0.022 0.48
O -1.667 -1.906 0.921 -0.94
H -0.939 -2.491 1.182 0.47
H -1.680 -2.139 -0.019 0.46
O -0.844 1.233 3.064 -0.94
H -1.222 0.424 3.450 0.50
H -1.090 1.037 2.100 0.52
O 2.918 3.657 0.088 -0.94
H 3.803 3.417 0.371 0.49
H 2.619 2.920 -0.453 0.48
O -0.198 -4.030 -1.833 -1.01
H -0.317 -4.147 -0.877 0.50
H -0.882 -4.593 -2.212 0.50
O -1.039 4.113 1.107 -0.90
H -0.261 3.470 1.149 0.53
H -1.769 3.936 2.035 0.52
O -1.994 3.789 -1.389 -0.99
H -2.517 4.505 -1.741 0.52
H -1.398 3.808 0.225 0.53
O -3.670 1.296 -1.236 -0.93
H -4.083 0.496 -0.864 0.47
H -1.325 3.311 -1.876 0.52
O 1.398 -3.139 2.416 -0.96
H 0.447 0.412 0.504 0.52
O -0.539 -4.864 0.882 -0.97
H -1.304 -4.673 1.436 0.49
H 0.231 -4.651 1.426 0.50
O 1.105 3.071 2.033 -0.99
H 1.115 2.249 2.525 0.50
H 1.799 3.140 1.357 0.51
O -1.363 1.303 -3.767 -0.95
H -4.124 1.192 -2.087 0.47
H -1.384 0.482 -3.231 0.48
O -0.305 -1.103 -3.578 -0.97
H -0.400 -1.502 -4.451 0.48
H -0.289 -1.860 -2.978 0.50
O -2.144 3.287 3.100 -0.95
H -1.836 4.055 3.594 0.50
H -1.681 2.322 3.258 0.52
H 1.635 -2.365 2.938 0.48
H 1.450 -2.795 1.514 0.47
```

HOMO: -13.56 eV
gap between HOMO and LUMO: 0.404 Ha
total charge: +1
ΔE to the lowest compared entry with this formula, charge and spin: 74.72 kcal per mole